(1)
DFT (ωB97M-V/def2-TZVPD) results for a 2-piece molecular cluster, H2IN overall.

As for the HOMO energy (alpha / beta): -9.261 / -9.311 eV. The value obtained for the total energy is -9618.1390 eV. The orbital gap (alpha / beta) is 8.06 / 8.65 eV. As for the max |F|: 2.3 eV Å⁻¹.

The geometry in ORCA input format:
```
! wB97M-V def2-TZVPD RIJCOSX def2/J DEFGRID3
* xyz 0 1
N 1.000 -0.754 0.029
I 2.724 0.116 0.083
H -0.086 0.846 0.881
H 0.578 -0.762 -0.897
*
```

(2)
DFT (ωB97M-V/def2-TZVPD) results for a 3-piece molecular cluster, C16H25F2IN2O7 overall.

As for the HOMO energy: -9.184 eV. The value obtained for the total energy is -47844.4690 eV. Its SMILES is CC[C@H](I)COCCNN(C(=O)F)C(=O)F.O=C1CCCO1.O=C1CCCO1. The orbital gap is 9.59 eV. As for the max |F|: 0.7 eV Å⁻¹.

The geometry in ORCA input format:
```
! wB97M-V def2-TZVPD RIJCOSX def2/J DEFGRID3
* xyz 0 1
C 5.295 -2.741 -0.187
C 4.966 -2.452 -1.660
C 5.057 -0.986 -2.129
I 6.735 0.059 -1.289
C 3.777 -0.164 -1.995
O 3.504 0.336 -0.704
C 2.647 -0.464 0.084
C 1.206 -0.525 -0.435
N 0.929 -1.770 -1.157
N -0.388 -2.293 -0.832
C -0.356 -3.708 -1.050
O -0.326 -4.287 -2.082
F -0.316 -4.345 0.124
C -1.326 -1.670 -1.742
O -1.194 -1.439 -2.888
F -2.419 -1.333 -1.055
H 5.206 -1.850 0.431
H 6.280 -3.183 -0.077
H 4.568 -3.452 0.213
H 5.648 -3.021 -2.291
H 3.952 -2.781 -1.901
H 5.285 -1.005 -3.194
H 2.954 -0.772 -2.387
H 3.869 0.702 -2.654
H 2.628 -0.002 1.071
H 3.028 -1.480 0.234
H 0.508 -0.390 0.383
H 1.103 0.296 -1.150
H 1.641 -2.473 -1.014
O 0.138 -0.391 2.523
C -1.052 -0.487 2.655
O -1.683 -1.677 2.604
C -3.110 -1.483 2.677
C -3.295 -0.122 3.334
C -2.059 0.626 2.845
H -3.509 -1.510 1.661
H -3.541 -2.302 3.248
H -4.233 0.358 3.070
H -3.258 -0.227 4.420
H -2.230 1.105 1.885
H -1.689 1.357 3.559
O -4.167 2.340 1.392
C -4.046 3.209 0.576
O -4.936 3.397 -0.419
C -4.483 4.436 -1.308
C -3.509 5.268 -0.482
C -2.917 4.215 0.454
H -4.003 3.965 -2.167
H -5.346 4.999 -1.651
H -2.774 5.791 -1.090
H -4.057 6.010 0.099
H -2.054 3.711 0.015
H -2.650 4.608 1.431
*
```

> Among the records above, which one has the highest max |F|?

H2IN